15
Properties=species:S:1:pos:R:3:mulliken_charge:R:1 method="wB97M-V/def2-TZVPD" orbital_gap_ev=8.86 homo_energy_ev=-7.89 de_lowest_ev=1.809
C -1.6861 -0.0780 -0.7457 -1.413
C -0.3226 0.0431 -0.0015 1.260
C 0.4237 1.4011 0.3430 -0.922
C 1.7282 1.2702 0.2599 -0.216
S 2.3168 -0.3622 -0.2574 -0.223
C 0.6900 -1.0137 -0.4258 -0.311
C -0.0630 -1.0526 1.0028 -0.747
H -1.8246 -1.1147 -1.0147 0.361
H -1.5926 0.5375 -1.6235 0.370
H -2.5776 0.2763 -0.1708 0.316
H 0.0771 2.4233 0.4168 0.308
H 2.4138 2.0947 0.4688 0.364
H 0.7323 -1.7550 -1.2401 0.351
H -0.8179 -1.8403 0.9465 0.295
H 0.5025 -0.8297 2.0417 0.206

15
Properties=species:S:1:pos:R:3:mulliken_charge:R:1 method="wB97M-V/def2-TZVPD" orbital_gap_ev="8.78 / 6.92" homo_energy_ev="-8.22 / -6.65" de_lowest_ev=7.820
C -0.1534 -0.5619 -0.6563 0.149
C -0.5567 0.7276 -0.4837 0.425
C 0.6359 -1.1293 0.4886 -0.325
C -0.0728 1.3643 0.7930 -0.478
C 0.8763 0.1808 1.2810 -0.771
C -1.0065 0.0568 -1.6476 -0.792
S -2.6730 -0.4107 -2.2582 -0.158
H 0.1183 -1.9599 0.9527 0.363
H 1.6809 -1.3888 0.0254 0.189
H 0.4426 2.2910 0.7138 0.307
H -0.8557 1.5185 1.6181 0.194
H 0.7860 -0.1210 2.2415 0.448
H 1.7977 0.6362 1.0670 0.309
H 0.1232 0.2379 -3.5980 -0.009
H -2.1366 -1.6770 -2.2168 0.150